A single C5H12N2O2 molecule at a distorted geometry. Source: the OMol25 dataset; level of theory: ωB97M-V/def2-TZVPD.

Last column: natural (NBO) charge in e.
Atoms and positions in Å:
O  0.942  0.157  2.267  -0.695
O  0.513  1.009  -1.172  -0.547
N  -1.264  1.792  0.074  -0.854
N  -1.602  -0.482  1.530  -0.859
C  1.772  -1.506  0.836  -0.499
C  -0.560  -0.594  0.463  -0.152
C  0.791  -0.659  1.157  0.317
C  -0.702  0.600  -0.576  0.243
C  0.910  0.196  -2.264  -0.253
H  1.676  -2.212  0.019  0.198
H  0.847  -0.869  -2.023  0.170
H  1.947  0.439  -2.508  0.202
H  0.023  0.295  2.579  0.488
H  -1.262  2.518  -0.643  0.376
H  -0.536  2.103  0.723  0.362
H  2.697  -1.516  1.404  0.214
H  -2.437  -0.959  1.185  0.370
H  0.286  0.418  -3.135  0.167
H  -1.894  0.507  1.505  0.385
H  -0.725  -1.536  -0.075  0.212
H  -1.423  0.300  -1.348  0.157

Results
**Gap between HOMO and LUMO**: 9.5744 eV
**SMILES**: C=C(O)[C@@H](N)[C@@H](N)OC
**Charge**: 0
**ΔE to the lowest compared entry with this formula, charge and spin**: 229.9 kJ/mol